(1)
This record from the Open Molecules 2025 dataset describes C34H56I2N4O3PSi as an isolated structure in a non-equilibrium geometry. The level of theory is ωB97M-V/def2-TZVPD.

Each line ends with the Löwdin charge.
Atoms and positions in Å:
1 I 5.442 0.324 4.055  0.94
2 I 3.400 2.368 2.094  1.01
3 P 4.147 -2.679 -0.867  0.90
4 Si -7.216 -0.439 -2.124  0.58
5 O -0.370 1.975 -3.239  -0.05
6 O 3.767 -2.481 -2.445  -0.28
7 O 3.285 -4.010 -0.464  -0.26
8 N 6.035 3.986 -1.549  0.00
9 N 1.911 0.629 0.173  -0.05
10 N 0.341 -0.151 1.775  0.16
11 N 2.020 -1.565 0.951  0.12
12 C 4.208 0.620 -1.118  -0.13
13 C 3.335 0.079 0.017  -0.40
14 C -5.942 2.983 0.021  -0.21
15 C -5.900 1.763 -0.895  -0.29
16 C 10.271 -4.118 2.077  -0.09
17 C -0.384 1.104 1.974  -0.16
18 C 4.324 2.139 -1.324  -0.21
19 C -8.412 -3.644 1.059  -0.09
20 C 9.431 -1.867 2.129  -0.10
21 C 5.675 2.733 -0.885  -0.30
22 C 5.240 -1.686 1.853  -0.18
23 C 1.161 1.020 -1.049  -0.12
24 C -0.458 2.722 -2.027  -0.24
25 C 2.901 -1.373 -0.269  -0.31
26 C 0.753 2.494 -1.119  -0.15
27 C -1.679 1.204 1.176  -0.17
28 C -7.700 -1.706 -0.825  -0.25
29 C -5.500 -0.834 -2.785  -0.17
30 C -2.315 2.595 1.368  -0.19
31 C -3.855 2.574 1.428  -0.19
32 C 8.778 -3.434 3.833  -0.09
33 C -4.536 3.478 0.386  -0.21
34 C -8.189 -2.953 -1.216  -0.10
35 C -7.920 -2.419 1.474  -0.09
36 C 1.357 -0.330 0.976  -0.33
37 C 10.207 -2.846 1.525  -0.09
38 C 8.719 -2.160 3.284  -0.12
39 C 9.556 -4.413 3.230  -0.09
40 C -8.543 -3.914 -0.285  -0.09
41 C 4.744 -0.308 2.195  -0.81
42 C -7.572 -1.463 0.536  -0.11
43 C 3.950 0.433 1.416  -0.63
44 C -8.406 -0.598 -3.569  -0.18
45 C -7.290 1.293 -1.367  -0.24
46 H -1.964 3.293 0.604  0.10
47 H 4.248 2.328 -2.400  0.12
48 H 6.109 3.844 -2.550  0.07
49 H -8.313 -3.170 -2.272  0.10
50 H -5.460 -1.879 -3.099  0.03
51 H -3.915 3.539 -0.513  0.10
52 H -8.922 -4.876 -0.608  0.11
53 H -0.622 1.170 3.038  0.14
54 H 8.113 -1.396 3.753  0.05
55 H 0.065 -0.956 2.321  0.18
56 H 0.301 1.923 1.758  0.07
57 H 9.606 -5.405 3.659  0.10
58 H -4.605 4.484 0.811  0.11
59 H 1.738 0.749 -1.932  0.13
60 H -7.811 -2.205 2.530  0.10
61 H -4.172 1.547 1.222  0.09
62 H -1.933 2.991 2.317  0.11
63 H -7.940 1.229 -0.489  0.08
64 H -5.308 -0.212 -3.665  0.03
65 H -8.290 0.235 -4.263  0.03
66 H -5.424 0.922 -0.377  0.08
67 H 5.747 -1.685 0.893  0.04
68 H 2.174 -1.370 -1.090  0.12
69 H 10.764 -2.618 0.626  0.10
70 H -0.821 1.134 -3.126  0.08
71 H 10.881 -4.880 1.610  0.10
72 H 5.204 0.209 -0.924  0.12
73 H 2.328 -3.931 -0.562  0.06
74 H -7.186 -0.506 0.875  0.09
75 H -9.434 -0.640 -3.203  0.04
76 H -0.478 3.772 -2.320  0.13
77 H -1.404 2.508 -1.520  0.10
78 H 4.417 -2.406 1.874  0.07
79 H -2.383 0.463 1.559  0.12
80 H 8.221 -3.663 4.733  0.10
81 H 3.501 2.680 -0.857  0.05
82 H 0.244 0.420 -1.099  0.12
83 H 9.385 -0.872 1.702  0.10
84 H -8.207 -1.531 -4.103  0.03
85 H 0.534 2.852 -0.110  0.10
86 H 5.301 4.673 -1.411  0.07
87 H 3.864 0.150 -2.043  0.11
88 H -5.272 1.984 -1.766  0.11
89 H 1.573 3.106 -1.495  0.11
90 H -7.706 1.993 -2.094  0.08
91 H -8.685 -4.393 1.793  0.10
92 H 1.313 -2.278 0.786  0.14
93 H 3.105 -3.101 -2.778  0.07
94 H -4.210 2.822 2.428  0.12
95 H 5.968 -2.024 2.587  0.03
96 H 5.650 2.952 0.184  0.06
97 H -4.702 -0.645 -2.064  0.02
98 H 6.466 2.013 -1.102  0.11
99 H -1.479 1.010 0.121  0.09
100 H -6.455 2.737 0.957  0.12
101 H -6.486 3.785 -0.483  0.12

## Properties
Gap between HOMO and LUMO = 7.7767 eV
Charge = +1
HOMO = -10.843 eV
Max |F| = 1.30 eV/A

***

(2)
This record from the Open Molecules 2025 dataset describes a 6-piece molecular cluster, C34H56N8O6 overall. The level of theory is ωB97M-V/def2-TZVPD.

Each line ends with the Löwdin charge.
Atoms and positions in Å:
1 O -2.511 4.452 3.653  0.02
2 O -2.409 2.564 -1.861  0.03
3 O 5.679 2.417 2.013  0.02
4 O 1.032 -3.690 -3.523  0.03
5 O 3.212 1.186 -0.816  0.03
6 O 2.034 -4.032 2.234  -0.19
7 N -6.721 -6.282 0.597  0.06
8 N -0.606 4.661 2.491  0.01
9 N -2.060 -1.904 -0.473  0.17
10 N 0.804 -3.153 -5.688  0.00
11 N 7.664 2.547 3.048  0.01
12 N 5.243 2.137 -0.886  0.02
13 N -4.433 3.527 -1.806  0.01
14 N -4.138 -2.056 1.407  0.19
15 C 8.654 2.239 4.061  -0.07
16 C -5.871 3.585 -1.634  -0.08
17 C -2.219 -0.927 0.464  -0.18
18 C -4.966 -5.078 -0.511  -0.02
19 C -0.850 -2.312 -4.078  -0.01
20 C -3.276 -1.007 1.405  -0.21
21 C -1.545 1.130 1.435  -0.02
22 C 4.094 1.721 -1.470  -0.54
23 C 0.730 -0.876 -0.702  -0.19
24 C 3.944 1.937 -2.962  -0.01
25 C -1.319 0.171 0.498  -0.17
26 C 0.186 -2.528 -6.840  -0.08
27 C -4.893 -4.144 0.517  -0.15
28 C -2.618 1.082 2.352  -0.04
29 C 1.038 -4.769 2.903  -0.12
30 C -3.469 0.020 2.344  -0.02
31 C -5.890 -6.107 -0.422  -0.15
32 C -2.309 6.417 2.301  -0.01
33 C 0.328 5.277 1.568  -0.07
34 C 5.936 1.067 3.967  0.00
35 C 6.405 2.058 2.931  -0.53
36 C 6.380 2.768 -1.516  -0.08
37 C 0.401 -3.106 -4.388  -0.54
38 C -4.261 1.126 -1.353  0.01
39 C -6.647 -5.389 1.582  -0.14
40 C -1.830 5.104 2.878  -0.55
41 C -2.895 -2.896 -0.430  -0.06
42 C -3.954 -2.990 0.515  -0.20
43 C -3.611 2.447 -1.691  -0.54
44 C 1.057 -1.754 0.519  -0.16
45 C -5.771 -4.319 1.585  -0.02
46 C 0.888 -3.251 0.201  -0.18
47 C 1.960 -4.131 0.820  -0.24
48 C -0.172 0.340 -0.463  -0.13
49 H -4.784 1.186 -0.397  0.09
50 H 7.281 2.167 -1.375  0.08
51 H 0.966 -3.377 -0.881  0.10
52 H 5.955 1.507 4.964  0.09
53 H -1.031 -2.372 -3.008  0.05
54 H -4.298 -0.054 3.034  0.11
55 H -2.731 1.907 3.044  0.09
56 H -0.078 6.208 1.187  0.07
57 H -2.753 -3.688 -1.158  0.11
58 H 3.993 2.998 -3.211  0.08
59 H 6.564 0.175 3.964  0.09
60 H 5.292 1.979 0.114  0.09
61 H 9.549 1.814 3.605  0.08
62 H -0.698 -1.977 -6.538  0.07
63 H -2.372 6.363 1.214  0.08
64 H 1.768 -5.177 0.541  0.12
65 H -3.498 0.358 -1.283  0.06
66 H 6.214 2.887 -2.582  0.07
67 H 7.911 3.206 2.327  0.14
68 H 1.674 -0.494 -1.086  0.08
69 H 2.110 -1.612 0.773  0.11
70 H -6.355 3.927 -2.551  0.08
71 H 1.395 -5.778 3.137  0.08
72 H 4.724 1.411 -3.513  0.08
73 H 0.291 -1.474 -1.495  0.06
74 H 0.423 1.185 -0.112  0.11
75 H 2.976 1.549 -3.262  0.08
76 H 0.475 -1.478 1.398  0.11
77 H -6.259 2.603 -1.387  0.07
78 H 0.784 -4.245 3.823  0.09
79 H -5.956 -6.826 -1.230  0.10
80 H -3.946 4.379 -2.036  0.13
81 H -4.327 -5.021 -1.381  0.10
82 H -5.765 -3.618 2.407  0.11
83 H 0.525 4.614 0.724  0.08
84 H 1.275 5.491 2.066  0.08
85 H 2.939 -3.868 0.418  0.12
86 H -0.736 -1.264 -4.355  0.09
87 H -0.344 3.784 2.912  0.13
88 H -0.878 1.982 1.462  0.10
89 H 1.640 -3.698 -5.830  0.14
90 H 6.557 3.755 -1.082  0.08
91 H -0.103 -3.612 0.481  0.09
92 H 8.939 3.140 4.605  0.08
93 H -4.970 0.845 -2.134  0.09
94 H -3.296 6.621 2.704  0.08
95 H 8.256 1.521 4.770  0.07
96 H 0.878 -1.833 -7.318  0.08
97 H 4.917 0.781 3.723  0.09
98 H 0.124 -4.867 2.311  0.08
99 H -6.135 4.272 -0.828  0.08
100 H -0.603 0.656 -1.419  0.11
101 H -1.638 7.232 2.574  0.08
102 H -0.109 -3.280 -7.574  0.08
103 H -1.708 -2.732 -4.607  0.08
104 H -7.317 -5.522 2.423  0.10

## Properties
Gap between HOMO and LUMO = 8.2564 eV
SMILES = COCCCCCc1cccc2nc(-c3ccncc3)cnc12.CNC(C)=O.CNC(C)=O.CNC(C)=O.CNC(C)=O.CNC(C)=O
Charge = 0
HOMO = -8.358 eV
Max |F| = 0.56 eV/A